DFT (the ωB97M-V functional and the def2-TZVPD basis) results for a structure of composition C41H61F2GeMnN6OP3S2.

Structure (XYZ):
```
118
Properties=species:S:1:pos:R:3:mulliken_spin:R:1
Mn 1.59 -0.15 1.82 4.14
C -4.76 3.09 -0.38 0.00
C -3.64 4.11 0.00 0.00
C -3.99 5.43 -0.77 0.00
P -1.96 3.47 -0.48 0.00
C -1.63 2.12 0.81 0.00
N -1.76 0.68 0.46 0.00
Ge -0.22 -0.36 -0.02 -0.29
N 0.08 0.23 -1.82 -0.05
C 1.24 0.95 -2.14 -0.01
P 2.75 0.32 -1.23 0.10
C 3.60 -0.72 -2.67 0.01
C 3.73 -0.21 -4.17 0.00
C 4.93 -1.35 -2.08 0.00
C 3.71 1.87 -1.08 0.00
C 4.02 2.80 -2.28 0.00
C 5.06 1.82 -0.32 0.00
C -1.10 0.59 -2.56 0.02
C -1.02 1.60 -3.56 0.00
C -2.08 2.02 -4.32 0.00
C -3.33 1.46 -4.02 0.00
C -3.44 0.46 -3.06 0.00
C -2.35 0.03 -2.33 0.00
N -2.41 -1.02 -1.42 0.01
C -3.35 -0.93 -0.32 0.00
C -4.49 -1.74 -0.17 0.00
C -5.32 -1.50 0.91 0.00
C -5.06 -0.48 1.80 0.00
C -3.86 0.26 1.66 0.00
C -3.03 0.10 0.58 0.03
C -2.01 -2.38 -1.74 0.00
C -2.41 -3.03 -2.92 0.00
C -2.07 -4.34 -3.11 0.00
C -1.33 -5.08 -2.14 0.00
C -0.93 -4.37 -1.00 0.00
C -1.24 -3.02 -0.81 0.01
N -0.75 -2.25 0.19 -0.02
C -0.58 -2.83 1.51 -0.01
P 1.14 -2.58 2.18 0.01
C 1.16 -3.20 4.03 -0.04
C 0.22 -4.39 4.42 0.00
C 0.93 -2.08 5.03 0.01
C 2.21 -3.85 1.32 -0.03
C 1.96 -5.31 1.64 0.00
C 2.28 -3.59 -0.22 0.00
C -0.97 4.83 0.51 0.00
C -1.03 4.75 2.00 0.00
C 0.48 4.75 0.01 0.00
H -5.72 3.51 0.10 0.00
H -4.55 2.14 0.10 0.00
H -4.87 3.12 -1.44 0.00
H -3.70 4.28 1.02 0.00
H -3.84 5.23 -1.86 0.00
H -3.29 6.20 -0.45 0.00
H -5.06 5.63 -0.50 0.00
H -2.25 2.41 1.71 0.00
H -0.56 2.25 0.94 0.02
H 1.29 2.04 -1.82 0.00
H 1.43 0.96 -3.21 0.00
H 2.90 -1.71 -2.80 0.00
H 4.56 0.59 -4.13 0.00
H 2.86 0.32 -4.51 0.00
H 4.04 -1.09 -4.77 0.00
H 5.69 -0.56 -2.06 0.00
H 5.38 -2.05 -2.77 0.00
H 4.98 -1.86 -1.11 0.00
H 3.02 2.53 -0.52 0.01
H 5.09 2.63 -2.68 0.00
H 4.06 3.86 -1.97 0.00
H 3.26 2.62 -3.00 0.00
H 5.76 1.15 -0.82 0.00
H 4.94 1.44 0.71 0.00
H 5.52 2.77 -0.26 0.00
H -0.09 2.10 -3.66 0.00
H -1.97 2.74 -5.13 0.00
H -4.27 1.72 -4.55 0.00
H -4.40 0.01 -2.92 0.00
H -4.74 -2.48 -0.93 0.00
H -6.09 -2.24 1.11 0.00
H -5.71 -0.36 2.66 0.00
H -3.68 1.01 2.42 0.00
H -3.14 -2.52 -3.54 0.00
H -2.50 -4.86 -3.88 0.00
H -1.06 -6.14 -2.23 0.00
H -0.24 -4.84 -0.34 0.00
H -0.82 -3.90 1.33 -0.01
H -1.17 -2.36 2.34 0.00
H 2.16 -3.50 4.07 0.00
H -0.77 -3.99 4.78 0.00
H 0.67 -4.91 5.23 0.00
H 0.11 -5.15 3.63 0.00
H -0.09 -1.67 5.09 0.00
H 1.60 -1.20 4.96 0.00
H 1.14 -2.59 5.99 0.00
H 3.17 -3.48 1.69 0.00
H 1.00 -5.65 1.63 0.00
H 2.41 -5.65 2.55 0.00
H 2.49 -5.86 0.84 0.00
H 1.48 -3.96 -0.79 0.00
H 3.19 -4.09 -0.52 0.00
H 2.34 -2.49 -0.48 0.00
H -1.40 5.76 0.18 0.00
H -0.52 3.88 2.33 0.00
H -2.14 4.62 2.33 0.00
H -0.56 5.63 2.50 0.00
H 1.09 3.95 0.48 0.00
H 1.10 5.67 0.17 0.00
H 0.64 4.64 -1.07 0.00
O -1.77 0.02 4.90 0.04
S -1.06 0.93 3.92 0.04
N 0.02 0.35 3.11 0.06
S 3.53 3.45 3.10 0.01
C 2.68 2.47 2.18 0.03
N 2.01 1.82 1.43 0.03
F 4.46 -0.87 1.87 -0.01
C 3.42 -0.47 2.68 -0.09
F 3.67 -1.35 3.78 0.00
H 3.91 0.42 3.10 -0.01
```

The LUMO energy (alpha / beta) comes out at 1.6 / 2.4 eV. Its total charge is -1. Its spin multiplicity is 5.

---

DFT (the ωB97M-V functional and the def2-TZVPD basis) results for a cluster of 16 separate species, C41H64Br2ClN15O3S in total.

Structure (XYZ):
```
127
Properties=species:S:1:pos:R:3:mulliken_charge:R:1
C 1.41 -0.53 -0.45 -0.81
C 1.86 0.57 -1.42 -0.71
C 1.78 2.02 -0.93 0.55
C 2.64 2.91 -1.85 -1.71
C 0.33 2.55 -0.81 1.60
Cl -0.34 1.92 0.79 0.01
C -0.59 2.01 -1.89 -2.21
C -2.01 2.53 -1.82 0.93
C -2.90 1.78 -2.84 -1.22
Br -3.18 2.81 -4.47 -0.04
C -4.26 1.39 -2.28 -0.17
C -4.92 2.50 -1.45 -0.64
Br -4.09 -0.28 -1.27 -0.17
O -1.98 3.95 -2.14 -0.47
S -1.32 4.85 -1.02 1.35
O -2.12 4.88 0.18 -0.58
O -1.08 6.12 -1.65 -0.66
C 0.27 4.09 -0.71 -0.99
H 0.33 -0.52 -0.33 0.32
H 1.90 -0.44 0.52 0.24
H 1.67 -1.47 -0.93 -0.19
H 1.34 0.44 -2.38 0.28
H 2.91 0.39 -1.66 0.49
H 2.22 2.04 0.07 0.29
H 2.97 3.82 -1.34 0.37
H 2.06 3.23 -2.72 0.36
H 3.50 2.36 -2.23 0.50
H -0.64 0.93 -1.78 0.68
H -0.16 2.22 -2.88 0.17
H -2.42 2.41 -0.81 0.24
H -2.37 0.88 -3.15 0.65
H -4.91 1.14 -3.11 0.60
H -4.77 2.30 -0.39 0.16
H -5.98 2.57 -1.69 0.12
H -4.46 3.46 -1.70 0.16
H 0.50 4.41 0.31 -0.30
H 0.93 4.59 -1.41 0.57
C 2.64 -4.85 -1.31 -0.75
C 2.32 -3.74 -2.20 0.42
N 2.02 -2.84 -2.85 -0.51
H 3.31 -4.51 -0.52 0.29
H 1.73 -5.23 -0.86 0.29
H 3.12 -5.65 -1.86 0.29
C -3.72 3.25 2.74 0.38
C -4.49 2.02 2.85 0.24
N -5.08 1.03 2.94 -0.48
H -4.24 4.06 3.24 0.39
H -2.75 3.12 3.20 -0.31
H -3.58 3.50 1.69 -0.15
C -9.30 1.61 -2.99 -0.92
C -7.98 1.95 -3.52 0.48
N -6.94 2.23 -3.91 -0.41
H -10.07 2.15 -3.54 0.30
H -9.47 0.54 -3.08 0.30
H -9.34 1.90 -1.94 0.29
C 1.59 -9.13 -1.18 -0.72
C 2.97 -8.66 -1.25 0.39
N 4.06 -8.30 -1.34 -0.43
H 0.97 -8.56 -1.87 0.24
H 1.55 -10.18 -1.45 0.32
H 1.21 -9.00 -0.17 0.20
C -2.81 -0.11 5.43 -0.45
C -1.40 -0.48 5.52 0.30
N -0.29 -0.77 5.59 -0.35
H -3.42 -1.01 5.34 0.30
H -3.11 0.43 6.33 0.31
H -2.99 0.52 4.56 -0.13
C 5.59 -2.62 -4.51 -0.66
C 5.05 -1.35 -4.03 0.40
N 4.63 -0.36 -3.64 -0.41
H 5.98 -2.50 -5.52 0.32
H 6.40 -2.96 -3.86 0.13
H 4.80 -3.37 -4.52 0.24
C 9.81 -4.73 -5.13 -0.78
C 8.68 -4.71 -4.20 0.35
N 7.80 -4.70 -3.47 -0.40
H 10.30 -5.69 -5.09 0.28
H 9.45 -4.55 -6.14 0.26
H 10.52 -3.95 -4.86 0.27
C -5.67 6.49 -0.98 -0.64
C -6.62 5.39 -0.81 0.49
N -7.33 4.50 -0.69 -0.46
H -6.03 7.37 -0.46 0.35
H -4.70 6.20 -0.57 0.06
H -5.55 6.72 -2.04 0.27
C 0.14 8.07 -4.17 -0.47
C -0.31 9.04 -5.17 0.22
N -0.66 9.79 -5.96 -0.37
H 0.93 8.51 -3.57 0.27
H -0.69 7.80 -3.52 0.13
H 0.52 7.18 -4.66 0.25
C 0.09 4.86 3.99 -0.91
C 1.04 4.60 2.92 0.63
N 1.79 4.43 2.07 -0.52
H 0.62 4.85 4.94 0.40
H -0.37 5.83 3.84 0.38
H -0.67 4.08 4.01 0.04
C 1.80 -8.69 3.65 -0.75
C 1.93 -7.96 2.39 0.44
N 2.02 -7.36 1.42 -0.41
H 0.82 -9.14 3.72 0.27
H 2.56 -9.48 3.69 0.28
H 1.94 -8.01 4.48 0.20
C 2.96 1.44 4.76 -0.69
C 1.88 2.11 5.48 0.46
N 1.03 2.64 6.04 -0.52
H 3.91 1.65 5.25 0.34
H 2.78 0.36 4.76 0.20
H 3.00 1.80 3.73 0.20
C -2.81 -2.77 -4.10 -0.38
C -2.80 -4.22 -3.96 0.17
N -2.79 -5.36 -3.85 -0.38
H -3.75 -2.37 -3.73 0.16
H -1.99 -2.34 -3.53 0.12
H -2.69 -2.50 -5.15 0.31
C 3.63 -1.52 7.37 -0.52
C 4.53 -1.75 6.24 0.31
N 5.23 -1.92 5.36 -0.39
H 4.18 -1.59 8.31 0.29
H 3.18 -0.53 7.30 0.17
H 2.83 -2.26 7.36 0.14
C -0.18 -4.67 6.46 -0.75
C 0.58 -5.91 6.48 0.36
N 1.18 -6.89 6.49 -0.43
H -0.19 -4.23 7.46 0.26
H 0.26 -3.96 5.77 0.22
H -1.20 -4.87 6.15 0.31
```

The LUMO energy comes out at 0.2 eV. Its total charge is 0. Its spin multiplicity is 1.

---

What is the total charge in the first record? -1